The following is a quantum chemistry calculation of 2 unconnected molecules or ions with the total composition Br2H2O2Si at a distorted geometry, from OMol25.

**HOMO (alpha / beta)**: -0.3267 / -0.3267 hartree
**Kohn-Sham gap (alpha / beta)**: 6.5361 / 6.5355 eV
**LUMO energy (alpha / beta)**: -0.0865 / -0.0865 hartree

Structure (XYZ):
```
7
Br2H2O2Si | OMol25 | the ωB97M-V functional and the def2-TZVPD basis
O 1.965 0.439 1.586
O -0.344 -0.333 -1.838
Si -0.486 -0.187 -0.277
Br -1.324 -2.089 0.402
Br -1.366 1.869 0.117
H 1.825 -0.126 2.371
H -0.269 0.427 -2.361
```